{"formula": "C6H14", "method": "wB97M-V/def2-TZVPD", "homo_lumo_gap_ev": [4.874, 8.874], "e_tot_ev": -6434.5348, "total_charge": 1, "largest_force_ev_per_a": 5.51, "s_squared": 0.773, "multiplicity": 2, "symbols": ["C", "C", "C", "C", "C", "C", "H", "H", "H", "H", "H", "H", "H", "H", "H", "H", "H", "H", "H", "H"], "positions_angstrom": [[0.70569, -0.03573, 2.47596], [0.41725, 0.81440, 1.22746], [-0.80046, 0.48749, 0.23086], [-0.81213, -0.76813, -0.46765], [-0.49457, -0.57644, -1.95275], [0.83401, 0.07655, -2.10390], [0.51779, -1.08177, 2.28766], [-0.23477, 0.21534, 3.09977], [1.62600, 0.21185, 2.97284], [1.49364, 0.99914, 0.70676], [0.06043, 1.78130, 1.55964], [-1.74324, 0.85168, 0.51301], [-0.87688, 0.09784, 3.77038], [0.18605, -1.29215, -0.12330], [-1.68906, -1.28251, -0.28443], [-1.28278, 0.09815, -2.37969], [-0.54289, -1.57519, -2.54015], [0.93575, 0.60513, -3.08940], [0.73566, 0.77214, -1.21717], [1.71560, -0.38978, -1.73570]], "forces_ev_per_angstrom": [[-0.2, -0.8, -2.3], [-0.5, 2.1, -2.4], [3.5, -2.3, 3.6], [4.7, -0.2, -0.1], [-1.5, -1.8, -2.7], [-0.6, 2.8, 0.9], [0.5, -0.4, 0.2], [-0.7, 0.4, 1.0], [0.2, 0.0, 0.2], [-2.6, -0.6, 0.8], [0.7, 0.5, 0.4], [-1.1, 1.6, -0.1], [-0.4, 0.0, 0.2], [-2.2, 0.3, -0.3], [-1.9, -1.3, 0.2], [0.7, -0.7, 0.1], [-0.2, 1.5, 1.2], [0.3, -0.6, 1.2], [0.6, 0.8, -1.7], [0.7, -1.4, -0.5]], "mulliken_spin": [0.12, 0.03, 0.22, 0.03, 0.02, 0.01, -0.01, 0.15, 0.00, -0.02, 0.01, 0.02, 0.39, 0.00, 0.02, 0.00, 0.00, 0.00, 0.00, 0.00]}